Molecular formula: C24H26O5S2Y
Method: DFT, the ωB97M-V functional and the def2-TZVPD basis

The energy above the lowest of the compared OMol25 structures with the same formula, charge and spin comes out at 0.000 eV. As for the HOMO-LUMO gap: 7.1 eV. As for the total charge: -1. Its total energy is -2141.3563 Eh. The HOMO energy comes out at -4.345 eV.

Positions of all 58 atoms, in Å:
C  -4.6484  2.0660  1.3840
C  2.0320  -0.6519  4.7990
H  2.2105  1.2799  -4.6406
C  0.4814  -2.1242  3.7266
O  0.1075  -2.3058  0.4746
H  -3.2872  3.6071  4.0931
C  2.4252  -1.3950  -1.4012
H  -4.7376  4.2867  3.3535
H  2.6437  -0.3851  5.6535
C  1.2563  -1.8024  4.8330
O  -2.4461  -0.4730  -1.5091
C  1.1668  -3.5846  -2.0282
S  1.3688  0.8787  1.1248
C  0.4798  -1.3020  2.6134
C  1.4934  -2.1251  -2.1786
H  -4.9711  0.9588  -0.4258
H  -5.6500  1.8909  1.7599
H  1.3769  -4.1339  -2.9506
H  -0.5345  -2.5585  -3.9924
C  1.2687  -0.1407  2.5524
H  -1.7340  3.5409  2.2483
C  -4.2750  1.5430  0.1622
C  1.4000  1.1996  -3.9086
C  -2.9864  1.7564  -0.3137
H  1.3673  2.1323  -3.3434
C  0.0021  -1.6451  -4.2561
S  -2.5363  0.9707  -1.8339
C  3.2433  -1.9296  -0.2649
O  -1.3106  -0.7758  1.1723
C  -2.4640  2.9992  1.6587
C  -0.3400  -1.5399  1.3911
H  4.5103  0.6000  -1.6924
H  3.4018  1.2608  -0.4891
C  -3.7442  2.8023  2.1526
H  -0.1314  -3.0181  3.7270
C  -4.1581  3.3695  3.4831
H  2.6248  -2.1489  0.6077
H  0.1194  -3.7560  -1.7684
H  -0.7451  -0.8745  -4.4571
H  1.2548  -2.4410  5.7075
C  1.5904  0.0111  -3.0124
H  0.5213  -1.8480  -5.1999
C  -2.0785  2.4842  0.4272
H  1.7605  -4.0230  -1.2273
H  3.7570  -2.8524  -0.5497
H  2.6648  1.0495  3.6557
H  3.9960  -1.2014  0.0375
C  2.0433  0.1632  3.6772
O  -3.5175  1.3207  -2.8188
C  2.4980  -0.0813  -1.9262
H  -4.7793  2.6621  4.0334
C  3.4923  0.9709  -1.5367
H  0.4600  1.1312  -4.4562
C  0.9709  -1.2540  -3.1761
H  -1.0649  2.6366  0.0818
O  -1.1356  1.3891  -2.1179
Y  -0.0845  -0.4535  -0.9634
H  3.3714  1.8632  -2.1523